{
  "formula": "C41H63FN2O17P",
  "method": "ωB97M-V/def2-TZVPD",
  "homo_energy_ev": -10.763,
  "multiplicity": 1,
  "orbital_gap_ev": 6.30,
  "total_energy_ha": -3429.1391,
  "total_charge": 1,
  "lumo_energy_ev": -4.4670,
  "species": ["C", "C", "N", "C", "P", "O", "C", "C", "C", "C", "N", "F", "C", "C", "C", "O", "C", "O", "C", "C", "H", "H", "H", "H", "H", "H", "H", "H", "H", "H", "H", "H", "H", "H", "H", "H", "H", "H", "H", "H", "H", "O", "C", "O", "C", "C", "C", "H", "H", "H", "H", "H", "H", "O", "C", "O", "C", "C", "C", "H", "H", "H", "H", "H", "H", "O", "C", "O", "C", "C", "C", "H", "H", "H", "H", "H", "H", "O", "C", "O", "C", "C", "C", "H", "H", "H", "H", "H", "H", "O", "C", "O", "C", "C", "C", "H", "H", "H", "H", "H", "H", "O", "C", "O", "C", "C", "C", "H", "H", "H", "H", "H", "H", "O", "C", "O", "C", "C", "C", "H", "H", "H", "H", "H", "H"],
  "positions_angstrom": [[0.53196, -2.68124, 1.73355], [-0.04490, -2.61051, 0.36360], [-0.36559, -1.35695, -0.41987], [0.34809, -0.03184, -0.56921], [1.96744, 0.49084, 0.29698], [1.63716, 1.38020, 1.59888], [-0.53617, 0.86267, -1.62038], [-0.31454, 2.35830, -2.25285], [0.35744, 3.45425, -1.23585], [-0.76961, 3.98834, -0.15117], [-1.76573, 0.08198, -2.03659], [-2.78109, 0.44000, -2.86288], [-1.59668, -1.22113, -1.28771], [-2.84616, -2.28200, -1.56326], [-4.09674, -1.73394, -0.61088], [-5.40496, -1.76130, -1.29966], [-6.23214, -0.79976, -0.49743], [-6.91123, -1.35002, 0.52641], [-6.26229, 0.82744, -0.84296], [-7.58134, 1.58912, -0.19770], [1.68811, -2.86230, 1.88154], [-0.12673, -2.62374, 2.70741], [-0.33331, -3.64370, -0.16093], [2.64734, -0.72654, 0.72193], [2.80522, 1.19262, -0.64410], [-1.36529, 2.81149, -2.59004], [0.32204, 2.25298, -3.22928], [0.62398, 4.40608, -1.90542], [1.36968, 3.11662, -0.75184], [-0.47449, 5.08517, 0.16261], [-1.79330, 4.04469, -0.73422], [-0.79042, 3.22418, 0.73457], [-2.48268, -3.31800, -1.09888], [-3.12115, -2.35752, -2.69807], [-3.86111, -0.58258, -0.40106], [-4.09473, -2.25594, 0.44376], [-6.24296, 1.05468, -1.99488], [-5.30480, 1.35681, -0.38698], [-8.33097, 0.84877, 0.34350], [-8.19037, 2.07785, -1.09031], [-7.27238, 2.45217, 0.53082], [3.66954, -2.05158, 0.04352], [4.82037, -2.07257, 0.44766], [5.46894, -3.19887, 0.86598], [6.75396, -2.83903, 1.37098], [7.07073, -1.50824, 0.74043], [5.70903, -0.87569, 0.60237], [6.69576, -2.77838, 2.46281], [7.48550, -3.60479, 1.09698], [7.77350, -0.91042, 1.32683], [7.50613, -1.66326, -0.25426], [5.42022, -0.33038, 1.50516], [5.65468, -0.22810, -0.27574], [-7.40695, 4.06089, -3.02746], [-7.31194, 3.33562, -4.00375], [-8.10082, 2.24490, -4.23214], [-7.64224, 1.57242, -5.40400], [-6.87588, 2.60897, -6.18322], [-6.29526, 3.47713, -5.09576], [-7.01130, 0.73079, -5.09945], [-8.49769, 1.18846, -5.96739], [-6.12261, 2.17790, -6.84799], [-7.56827, 3.20031, -6.79471], [-5.33381, 3.09597, -4.74058], [-6.20486, 4.51704, -5.41800], [7.13315, -2.45489, 5.02156], [8.23652, -2.85017, 4.68316], [8.54106, -3.30511, 3.43237], [9.88442, -3.78580, 3.42311], [10.55911, -3.10327, 4.58409], [9.43483, -2.95268, 5.57743], [9.86646, -4.87503, 3.53454], [10.35932, -3.53475, 2.47018], [11.41501, -3.66112, 4.97318], [10.91288, -2.11158, 4.27684], [9.33206, -3.83673, 6.21281], [9.55290, -2.05139, 6.18336], [-3.70395, 8.58853, -0.57081], [-4.70819, 8.21882, -1.15647], [-4.80760, 7.04666, -1.84955], [-6.07896, 6.99051, -2.49474], [-6.95981, 7.93615, -1.72092], [-5.98711, 8.99299, -1.26227], [-5.95492, 7.29794, -3.53842], [-6.46004, 5.96544, -2.47005], [-7.78985, 8.33229, -2.31188], [-7.38078, 7.42126, -0.84874], [-5.86522, 9.78452, -2.00687], [-6.27584, 9.41146, -0.29535], [-3.32937, -5.13044, -1.44292], [-3.35038, -5.58587, -0.31140], [-2.34476, -6.32777, 0.23860], [-2.75082, -6.78405, 1.52806], [-3.83616, -5.83419, 1.96250], [-4.48781, -5.45748, 0.65604], [-3.11178, -7.81385, 1.43652], [-1.89650, -6.76727, 2.21104], [-4.52816, -6.27317, 2.68609], [-3.38844, -4.94343, 2.41977], [-5.27608, -6.16194, 0.37645], [-4.87201, -4.43510, 0.67948], [5.83944, 2.46774, -1.61726], [5.20304, 3.50355, -1.51587], [4.53208, 4.09871, -2.54533], [3.99521, 5.34247, -2.09745], [3.90911, 5.22180, -0.59846], [5.07939, 4.32920, -0.27121], [4.66840, 6.14696, -2.41175], [3.01299, 5.50476, -2.55079], [3.93855, 6.18727, -0.08646], [2.97485, 4.71930, -0.31977], [6.00034, 4.90141, -0.12892], [4.87435, 3.70188, 0.59933], [1.07217, -5.66811, 4.31206], [2.20612, -5.65077, 3.86257], [2.50748, -5.50075, 2.53937], [3.91657, -5.63726, 2.36162], [4.51840, -5.33742, 3.70951], [3.46055, -5.83519, 4.66166], [4.12940, -6.65874, 2.02926], [4.26126, -4.93627, 1.59583], [5.49563, -5.80442, 3.85815], [4.63944, -4.25387, 3.82903], [3.58591, -6.89722, 4.89012], [3.43481, -5.24183, 5.57854]]
}

---

{
  "formula": "C41H66IN19Si",
  "method": "ωB97M-V/def2-TZVPD",
  "homo_energy_ev": -8.864,
  "multiplicity": 1,
  "orbital_gap_ev": 8.91,
  "total_energy_ha": -3229.1202,
  "total_charge": 0,
  "lumo_energy_ev": 0.0463,
  "relative_energy_kcal_mol": 60.0,
  "species": ["C", "C", "I", "C", "Si", "H", "H", "H", "H", "H", "H", "H", "H", "H", "C", "C", "N", "H", "H", "H", "C", "C", "N", "H", "H", "H", "C", "C", "N", "H", "H", "H", "C", "C", "N", "H", "H", "H", "C", "C", "N", "H", "H", "H", "C", "C", "N", "H", "H", "H", "C", "C", "N", "H", "H", "H", "C", "C", "N", "H", "H", "H", "C", "C", "N", "H", "H", "H", "C", "C", "N", "H", "H", "H", "C", "C", "N", "H", "H", "H", "C", "C", "N", "H", "H", "H", "C", "C", "N", "H", "H", "H", "C", "C", "N", "H", "H", "H", "C", "C", "N", "H", "H", "H", "C", "C", "N", "H", "H", "H", "C", "C", "N", "H", "H", "H", "C", "C", "N", "H", "H", "H", "C", "C", "N", "H", "H", "H"],
  "positions_angstrom": [[-0.54495, 0.67440, 0.74198], [0.39997, 1.29621, -0.30179], [-0.25227, 3.29282, -0.78567], [1.85164, 1.14044, 0.12315], [2.65276, 2.42094, 1.24041], [0.01603, 0.34078, 1.61593], [-1.33864, 1.33866, 1.07427], [-1.04014, -0.19388, 0.30802], [0.27565, 0.77349, -1.24575], [2.50101, 1.02058, -0.73608], [1.91335, 0.19227, 0.66913], [2.38278, 3.82116, 0.86671], [4.12324, 2.22810, 1.09815], [2.35403, 2.22046, 2.67379], [-0.87293, -0.70494, 4.88860], [0.39017, 0.00612, 5.00502], [1.29204, 0.70881, 5.11038], [-1.57790, -0.25630, 5.58631], [-1.27154, -0.62928, 3.87744], [-0.75740, -1.75485, 5.15128], [0.73223, -3.03353, 1.09730], [-0.65293, -2.73913, 1.43438], [-1.73576, -2.49472, 1.72567], [1.38262, -2.67478, 1.89443], [0.86138, -4.10873, 0.98682], [1.00821, -2.55736, 0.15754], [0.20815, -1.09560, -3.74860], [0.32105, -2.38553, -3.08631], [0.41572, -3.41060, -2.57598], [-0.62444, -0.53302, -3.32766], [1.13499, -0.53767, -3.60716], [0.03081, -1.23453, -4.81651], [-2.16501, -1.18904, -8.20521], [-1.86308, -0.47601, -6.97721], [-1.68963, 0.02943, -5.96112], [-3.10599, -1.72013, -8.07841], [-2.24944, -0.50769, -9.05004], [-1.38136, -1.91879, -8.39509], [5.75073, 1.13204, -1.98436], [4.49506, 0.86269, -2.65660], [3.50618, 0.62059, -3.18852], [6.54619, 1.22083, -2.72270], [5.68092, 2.05828, -1.41585], [5.97942, 0.31493, -1.29946], [2.98048, 3.92548, -4.77205], [4.01181, 4.93445, -4.59282], [4.80706, 5.74904, -4.45097], [2.10746, 4.19221, -4.17718], [2.69508, 3.85763, -5.81993], [3.34101, 2.95387, -4.43742], [2.64619, 1.63257, 7.96926], [3.69768, 2.55298, 8.37286], [4.52380, 3.28329, 8.69140], [1.71693, 1.87626, 8.48052], [2.47260, 1.69985, 6.89708], [2.92604, 0.61232, 8.22430], [-5.97126, -3.57879, -7.18823], [-5.71130, -3.52832, -8.61894], [-5.49442, -3.47764, -9.74428], [-7.00312, -3.86988, -7.00087], [-5.30307, -4.29616, -6.71698], [-5.79854, -2.59433, -6.75489], [4.25957, 8.74406, -2.57959], [4.47099, 9.14511, -1.19878], [4.62309, 9.44938, -0.10259], [3.26981, 8.30169, -2.68325], [4.33623, 9.60741, -3.23782], [4.99905, 8.00190, -2.87709], [4.89260, -2.92735, -2.24770], [5.24361, -2.46999, -0.91650], [5.52134, -2.10246, 0.13556], [3.82991, -3.16720, -2.28632], [5.10347, -2.14882, -2.97922], [5.48015, -3.80767, -2.49548], [-2.86144, -4.12510, -4.50429], [-2.62670, -4.11506, -5.93974], [-2.45255, -4.09755, -7.07467], [-3.88616, -4.42311, -4.29286], [-2.18345, -4.83044, -4.02591], [-2.67648, -3.13206, -4.09662], [-1.85577, 1.48881, 8.80442], [-0.83509, 0.56257, 9.26944], [-0.04711, -0.19774, 9.61144], [-1.58542, 2.51686, 9.03878], [-1.97486, 1.38777, 7.72666], [-2.80748, 1.25621, 9.27482], [3.52349, 7.14109, 1.42695], [2.33298, 6.77686, 0.67490], [1.37306, 6.47765, 0.12114], [4.37518, 7.25020, 0.76103], [3.36899, 8.09300, 1.93054], [3.73585, 6.36941, 2.16605], [1.16035, 0.08479, -11.05466], [1.06274, -0.87538, -9.96583], [0.98234, -1.63561, -9.11058], [0.87597, -0.38944, -11.99221], [0.49753, 0.92781, -10.86731], [2.18260, 0.44951, -11.13653], [-5.06447, 1.65906, 6.13785], [-4.27843, 0.45565, 6.35593], [-3.64568, -0.48748, 6.52870], [-4.42002, 2.53462, 6.17877], [-5.55583, 1.61391, 5.16717], [-5.82120, 1.75192, 6.91322], [7.63890, -5.99115, -0.68607], [7.69299, -5.19305, -1.90116], [7.72413, -4.54382, -2.84703], [8.17000, -6.92963, -0.83342], [8.09831, -5.44140, 0.13342], [6.60254, -6.20432, -0.42940], [-3.54287, -7.74665, -2.07442], [-4.42075, -6.72217, -2.61781], [-5.11404, -5.91197, -3.04084], [-2.56884, -7.69732, -2.55833], [-3.41580, -7.59332, -1.00437], [-3.97406, -8.73118, -2.24609], [-5.69571, -0.47584, 10.03876], [-5.47387, 0.48438, 8.96851], [-5.28890, 1.23202, 8.11763], [-5.01960, -1.32115, 9.92066], [-5.51290, -0.00545, 11.00333], [-6.72337, -0.83324, 10.00957], [-9.02438, 0.56050, 7.72926], [-8.87112, 1.38302, 6.53883], [-8.73913, 2.02986, 5.60083], [-8.77134, -0.47340, 7.50082], [-8.36639, 0.92268, 8.51782], [-10.05385, 0.60512, 8.08019]]
}

---

{
  "formula": "C41H68IN2O3PRuSbSi4",
  "method": "ωB97M-V/def2-TZVPD",
  "homo_energy_ev": [-6.305, -6.932],
  "multiplicity": 6,
  "orbital_gap_ev": [6.22, 5.17],
  "total_energy_ha": -4070.4869,
  "total_charge": 0,
  "lumo_energy_ev": [-0.0856, -1.7577],
  "species": ["Ru", "C", "Sb", "C", "C", "C", "C", "C", "C", "N", "Si", "C", "C", "C", "C", "C", "C", "C", "C", "C", "N", "Si", "C", "C", "C", "Si", "C", "C", "C", "H", "H", "H", "H", "H", "H", "H", "H", "H", "H", "H", "H", "H", "H", "H", "H", "H", "H", "H", "H", "H", "H", "H", "H", "H", "H", "H", "H", "H", "H", "H", "H", "H", "H", "H", "H", "H", "H", "O", "H", "H", "I", "C", "P", "C", "C", "O", "H", "H", "H", "H", "H", "H", "H", "H", "H", "C", "C", "C", "C", "Si", "O", "C", "C", "C", "C", "C", "C", "C", "C", "C", "C", "C", "C", "H", "H", "H", "H", "H", "H", "H", "H", "H", "H", "H", "H", "H", "H", "H", "H", "H", "H", "H"],
  "positions_angstrom": [[0.15220, -0.69564, 1.45494], [-0.68135, 2.96403, 1.63473], [-2.19993, 1.88723, 2.75589], [-0.90914, 0.13005, 3.22079], [-0.09628, 0.89622, 4.08302], [1.22238, 0.54167, 4.66135], [1.80910, 1.52991, 5.39991], [1.25791, 2.77600, 5.67669], [0.01701, 3.08336, 5.07108], [-0.60733, 2.13928, 4.33010], [-1.79651, -1.40089, 3.84268], [-2.78185, -0.84700, 5.37035], [-3.15755, -2.12333, 2.73310], [-0.55661, -2.79044, 4.17445], [-2.04051, 3.45459, -1.95081], [-1.37707, 2.81136, -3.04929], [-1.85983, 1.67779, -3.84764], [-1.08188, 1.14972, -4.85272], [0.23841, 1.60582, -5.06080], [0.52928, 2.78845, -4.37771], [-0.14687, 3.31085, -3.33851], [-1.51292, 5.26610, -1.83836], [-1.57184, 6.16508, -3.47134], [-2.61025, 6.30556, -0.55299], [0.23205, 5.83149, -1.20007], [-3.83564, 3.17194, -1.65510], [-4.67165, 1.68929, -2.45041], [-5.12125, 4.49367, -2.14116], [-4.11860, 2.94565, 0.17880], [-0.92906, 2.98244, 0.55166], [0.25871, 2.51436, 1.85669], [-0.53091, 4.01595, 1.96694], [1.70210, -0.42812, 4.53149], [2.82895, 1.29192, 5.76418], [1.75752, 3.55702, 6.15825], [-0.48866, 4.05463, 5.24290], [-3.13243, 0.16445, 5.26339], [-2.16923, -0.86879, 6.24682], [-3.65626, -1.41037, 5.61328], [-3.82752, -1.24699, 2.66922], [-3.70760, -2.95958, 3.16084], [-2.96641, -2.46757, 1.69332], [0.19386, -2.33576, 4.83183], [-0.02971, -3.09538, 3.23380], [-0.94342, -3.68162, 4.64210], [-2.88672, 1.43579, -3.88518], [-1.50415, 0.33995, -5.38955], [0.93450, 1.15214, -5.75492], [1.42751, 3.35720, -4.68801], [-0.98397, 5.59252, -4.17016], [-1.10959, 7.15337, -3.57696], [-2.55007, 6.28592, -3.86528], [-3.57810, 6.53073, -1.00912], [-1.96810, 7.13378, -0.25799], [-2.83837, 5.69676, 0.33867], [0.92748, 5.90064, -2.01027], [0.60904, 5.04024, -0.53735], [0.14602, 6.78035, -0.67168], [-4.04344, 0.85044, -2.57312], [-5.01179, 1.92111, -3.44515], [-5.46876, 1.30257, -1.69226], [-5.30523, 4.65283, -3.23504], [-5.04118, 5.45439, -1.58901], [-5.93635, 3.94999, -1.68187], [-3.51279, 2.10176, 0.47498], [-5.12944, 2.73774, 0.53248], [-3.78792, 3.77337, 0.75351], [5.06878, -2.32336, -2.60612], [5.59190, -2.37863, -3.43894], [4.81644, -3.26904, -2.56298], [-1.71171, 0.03317, -0.26182], [4.37881, 0.68781, -0.24006], [2.61359, 1.13538, -0.23787], [2.04147, 0.81978, -1.91971], [2.74686, 2.89732, 0.13303], [1.87257, 0.43543, 0.89005], [4.77910, 1.33191, -1.07704], [4.58366, -0.33162, -0.48729], [4.85547, 1.15486, 0.63729], [0.99362, 0.49064, -1.98025], [2.64527, 0.06104, -2.32389], [2.02313, 1.80790, -2.48395], [3.66936, 3.41214, -0.20663], [2.59400, 3.17751, 1.17938], [1.95147, 3.32937, -0.45693], [0.16423, -6.55084, -0.29423], [-0.55646, -5.21417, 0.10428], [-1.07896, -5.45037, 1.53734], [-1.62605, -4.65434, -0.87842], [0.87575, -3.84535, 0.18752], [0.30109, -2.59433, 1.04557], [1.43511, -3.54700, -1.61843], [2.22478, -4.47030, -2.31149], [2.58181, -4.26547, -3.64199], [2.14066, -3.14311, -4.30961], [1.34808, -2.21706, -3.64671], [0.91274, -2.47280, -2.32772], [2.52628, -4.27255, 1.05447], [3.45399, -3.28686, 0.71691], [4.66768, -3.27456, 1.31011], [5.09122, -4.28686, 2.17949], [4.16690, -5.20369, 2.60050], [2.92257, -5.18570, 2.02790], [-0.55804, -7.29220, -0.59808], [0.69635, -6.82606, 0.63719], [0.93640, -6.50674, -1.05669], [-0.19236, -5.63501, 2.20057], [-1.73463, -6.31787, 1.65976], [-1.60606, -4.60884, 1.94163], [-2.44091, -5.40073, -1.24060], [-1.18546, -4.14550, -1.73807], [-2.28617, -3.96304, -0.33817], [2.65844, -5.37198, -1.77622], [3.22282, -4.98057, -4.11830], [2.47015, -3.03263, -5.35895], [0.99373, -1.28199, -4.12407], [0.11387, -1.87513, -1.88272], [3.30413, -2.46451, 0.03154], [5.30454, -2.47300, 1.02104], [6.09683, -4.35658, 2.55804], [4.45112, -6.01165, 3.28115], [2.21798, -5.98024, 2.31474]]
}

---

Which formula does entry 2 have? C41H66IN19Si

---

Which of these has the highest multiplicity? C41H68IN2O3PRuSbSi4